(1)
Computed, not measured: C60H58BrCoN2O2P2S as an isolated structure at a distorted geometry, with the ωB97M-V functional and the def2-TZVPD basis.

2S+1: 2
Frontier orbital gap (spin up / spin down): 5.81 / 6.85 eV
Total charge: +1

Cartesian coordinates (Å):
Br1 1.357 1.211 1.699
Co1 0.055 -0.411 -0.224
S1 -3.260 -3.704 -0.938
P1 1.332 -2.210 0.517
P2 0.326 1.220 -1.868
O1 -1.352 0.167 1.070
O2 2.459 -0.609 -1.616
N1 -1.957 -2.537 1.097
N2 -1.377 -1.915 -1.088
C1 -2.692 1.409 2.639
C2 -1.157 1.249 -4.317
C3 0.405 -4.925 -2.301
C4 1.521 -2.388 2.317
C5 -1.460 1.035 2.032
C6 2.634 -1.850 2.961
C7 3.964 -3.184 0.431
C8 1.730 1.102 -3.020
C9 5.055 -0.791 -3.002
C10 -1.687 -2.254 -2.388
C11 5.561 -2.510 -1.222
C12 4.669 -1.599 -1.777
C13 -4.667 0.142 3.477
C14 -2.087 -2.601 -0.240
C15 0.831 -3.814 -0.204
C16 3.418 -1.480 -1.180
C17 -0.648 3.647 6.390
C18 5.220 -3.294 -0.134
C19 -3.208 -3.606 -3.740
C20 3.913 0.112 -3.424
C21 -4.969 2.106 1.919
C22 -0.311 2.601 3.566
C23 0.848 -3.823 -1.599
C24 1.760 5.016 -1.085
C25 -0.228 4.687 0.207
C26 -4.148 -0.044 1.064
C27 -1.161 1.269 -2.928
C28 -0.379 3.424 -0.335
C29 -0.309 1.678 2.549
C30 0.494 -2.932 3.086
C31 -2.662 2.343 3.664
C32 -1.586 4.027 5.237
C33 -1.150 5.371 4.631
C34 2.745 -1.922 4.337
C35 5.406 -1.751 -4.151
C36 -2.351 1.165 -5.010
C37 -2.612 -3.088 -4.874
C38 0.537 2.946 -1.271
C39 -0.060 -6.043 -0.233
C40 1.747 -2.519 5.092
C41 0.832 5.493 -0.174
C42 -1.522 2.966 4.150
C43 1.914 1.960 -4.099
C44 0.617 -3.015 4.461
C45 -1.055 -1.805 -3.539
C46 -2.732 -3.187 -2.513
C47 -2.372 1.149 -2.253
C48 2.731 0.182 -2.696
C49 -0.074 -6.032 -1.616
C50 -3.560 1.045 -2.947
C51 0.396 -4.943 0.477
C52 3.059 -2.265 -0.081
C53 4.042 0.947 -4.529
C54 -4.084 0.897 2.268
C55 3.057 1.856 -4.869
C56 -3.554 1.064 -4.332
C57 6.270 0.092 -2.665
C58 1.624 3.745 -1.616
C59 -1.535 -2.212 -4.768
C60 -2.996 4.203 5.816
H1 -1.071 -1.841 -5.669
H2 -3.978 -0.633 3.813
H3 -4.490 0.931 -2.409
H4 -3.357 3.282 6.270
H5 1.844 -2.589 6.164
H6 -0.937 5.041 0.940
H7 1.204 -2.950 -2.133
H8 -0.919 2.676 6.797
H9 -1.827 5.665 3.832
H10 3.195 2.510 -5.716
H11 -4.022 -4.310 -3.797
H12 -3.603 2.601 4.112
H13 5.712 -1.196 -5.034
H14 -0.455 -6.878 -2.170
H15 6.028 0.775 -1.852
H16 -5.008 2.840 2.718
H17 0.413 -4.975 1.554
H18 -0.142 5.318 4.227
H19 0.626 3.019 3.896
H20 3.683 -3.805 1.269
H21 -5.182 -0.143 0.740
H22 7.116 -0.518 -2.362
H23 2.379 3.390 -2.301
H24 -0.405 -3.284 2.605
H25 -2.338 1.167 -6.089
H26 6.543 -2.616 -1.655
H27 -0.176 -3.463 5.040
H28 -1.171 6.144 5.395
H29 -0.417 -6.910 0.304
H30 6.226 -2.404 -3.868
H31 0.937 6.485 0.239
H32 5.932 -4.001 0.262
H33 4.548 -2.367 -4.410
H34 -3.569 0.332 0.229
H35 -4.478 0.989 -4.882
H36 -0.205 -1.143 -3.450
H37 -2.968 -3.390 -5.847
H38 4.937 0.905 -5.127
H39 -5.606 -0.333 3.202
H40 1.182 2.723 -4.316
H41 -2.968 4.971 6.585
H42 -1.634 -1.626 1.426
H43 3.410 -1.368 2.382
H44 -3.793 -1.035 1.322
H45 6.570 0.678 -3.529
H46 -4.584 2.598 1.027
H47 2.598 5.627 -1.388
H48 0.411 -4.918 -3.382
H49 0.389 3.607 6.070
H50 -1.207 2.801 -0.024
H51 3.612 -1.507 4.826
H52 -2.686 -2.981 1.637
H53 -2.363 1.099 -1.173
H54 -3.702 4.525 5.054
H55 -0.230 1.263 -4.868
H56 -5.986 1.772 1.726
H57 -4.860 0.808 4.313
H58 -0.724 4.383 7.187

Here are the Löwdin charges for atoms 1 to 5, given in e: 0.945, 0.295, 1.130, 1.097, 1.108

=====

(2)
Computed, not measured: a 8-piece molecular cluster, C16H48O16 overall at a distorted geometry, with the ωB97M-V functional and the def2-TZVPD basis.

Energy relative to the best compared isomer or geometry (same formula, charge and spin): 5.031 eV
SMILES: OCCO.OCCO.OCCO.OCCO.OCCO.OCCO.OCCO.OCCO
Frontier orbital gap: 9.60 eV

Cartesian coordinates (Å):
O1 11.852 3.177 -6.866
O2 6.145 8.644 -8.736
O3 3.652 4.640 -8.308
O4 9.996 11.465 -5.288
O5 11.407 9.675 -7.000
O6 9.749 0.584 -12.082
O7 7.275 10.641 -11.050
O8 3.622 8.639 -7.570
O9 5.670 6.081 -9.679
O10 9.119 4.127 -11.327
O11 2.671 10.831 -12.795
O12 9.447 4.323 -8.136
O13 5.761 11.705 -13.114
O14 1.005 3.882 -8.498
O15 0.659 7.769 -9.704
O16 5.329 11.643 -8.963
C1 6.886 8.124 -9.812
C2 9.826 4.428 -6.840
C3 6.158 12.326 -9.816
C4 5.074 10.587 -13.708
C5 6.975 6.610 -9.887
C6 10.507 3.076 -6.429
C7 7.501 11.631 -10.036
C8 10.036 9.984 -7.252
C9 9.405 2.006 -12.234
C10 3.992 10.134 -12.693
C11 9.536 2.842 -10.966
C12 9.417 11.378 -6.581
C13 2.780 7.722 -8.280
C14 1.721 3.540 -7.365
C15 1.526 8.559 -8.871
C16 3.184 3.516 -7.714
H1 1.103 9.032 -7.985
H2 6.482 8.487 -10.757
H3 8.507 4.155 -8.230
H4 9.697 12.209 -7.228
H5 8.344 11.287 -6.412
H6 3.828 3.373 -6.846
H7 9.902 2.441 -13.101
H8 4.268 10.242 -11.644
H9 6.891 11.123 -11.785
H10 10.381 3.024 -5.348
H11 7.357 6.246 -10.841
H12 1.980 9.257 -9.574
H13 7.670 6.260 -9.124
H14 2.579 11.553 -12.169
H15 3.359 2.733 -8.452
H16 0.081 7.344 -9.065
H17 5.430 6.319 -8.781
H18 5.648 12.785 -10.663
H19 7.936 11.207 -9.131
H20 6.189 9.598 -8.839
H21 1.286 2.688 -6.843
H22 3.707 9.118 -12.964
H23 4.431 11.982 -8.983
H24 1.560 3.571 -9.216
H25 8.952 4.648 -10.538
H26 10.700 0.484 -12.168
H27 8.346 1.925 -12.478
H28 5.864 9.889 -13.986
H29 8.254 12.362 -10.331
H30 5.255 12.510 -13.246
H31 11.526 8.793 -7.360
H32 10.442 5.321 -6.741
H33 7.907 8.504 -9.840
H34 6.223 13.206 -9.176
H35 3.062 5.094 -8.914
H36 8.950 2.391 -10.166
H37 10.102 2.135 -6.803
H38 3.127 7.441 -9.274
H39 10.747 10.898 -5.479
H40 1.391 4.316 -6.675
H41 2.619 6.821 -7.688
H42 9.908 9.813 -8.321
H43 4.484 8.539 -7.981
H44 10.576 2.792 -10.643
H45 11.882 3.240 -7.823
H46 8.875 4.529 -6.317
H47 4.587 11.058 -14.562
H48 9.461 9.072 -7.093

Here are the Löwdin charges for atoms 1 to 5, given in e: -0.070, -0.051, -0.062, -0.068, -0.079

=====

(3)
Computed, not measured: a 3-piece molecular cluster, C3H12NO2S overall at a distorted geometry, with the ωB97M-V functional and the def2-TZVPD basis.

Energy relative to the best compared isomer or geometry (same formula, charge and spin): 0.193 eV
Frontier orbital gap: 7.11 eV
Total charge: -1

Cartesian coordinates (Å):
S1 1.186 1.215 -0.635
O1 2.065 -2.768 -0.394
O2 3.007 -0.672 1.115
N1 -1.167 -0.019 1.215
C1 -1.489 0.290 -0.175
C2 -0.257 0.165 -1.082
C3 -2.026 1.720 -0.213
H1 2.309 -0.244 0.540
H2 2.821 -0.176 1.927
H3 -3.023 1.719 0.241
H4 -0.426 0.556 1.594
H5 -1.446 2.447 0.353
H6 -1.019 -1.006 1.360
H7 -2.252 -0.416 -0.507
H8 2.229 -2.093 0.301
H9 -2.029 2.084 -1.239
H10 0.114 -0.863 -1.059
H11 1.963 -2.283 -1.220
H12 -0.559 0.345 -2.124

Here are the Löwdin charges for atoms 1 to 5, given in e: 0.278, -0.107, -0.171, -0.002, -0.549

=====

(4)
Computed, not measured: one molecule with the formula C17H15N3O4 at a distorted geometry, with the ωB97M-V functional and the def2-TZVPD basis.

Energy relative to the best compared isomer or geometry (same formula, charge and spin): 1.490 eV
SMILES: CCn1c(=O)c2ccccc2n(Cc2ccc([N+](=O)[O-])cc2)c1=O
Frontier orbital gap: 8.46 eV

Cartesian coordinates (Å):
O1 6.020 0.079 -0.284
O2 -1.742 -2.377 1.216
O3 -4.374 0.380 -1.234
O4 5.043 -0.509 -2.105
N1 5.041 -0.243 -0.922
N2 -1.096 -0.217 1.030
N3 -3.061 -0.995 -0.001
C1 0.058 -0.514 1.857
C2 1.431 -0.739 -0.242
C3 -3.955 -2.116 -0.280
C4 -2.428 1.307 -0.256
C5 -1.780 3.609 -0.510
C6 -1.296 1.055 0.530
C7 -1.955 -1.269 0.772
C8 -3.379 0.236 -0.557
C9 2.634 -0.679 -0.916
C10 3.782 -0.313 -0.224
C11 3.735 -0.014 1.133
C12 -0.408 2.104 0.781
C13 2.525 -0.074 1.793
C14 -2.660 2.582 -0.769
C15 -0.654 3.360 0.265
C16 1.363 -0.433 1.114
C17 -3.486 -2.901 -1.497
H1 -4.179 -3.714 -1.695
H2 0.537 -1.031 -0.772
H3 0.044 4.158 0.470
H4 -4.945 -1.692 -0.458
H5 4.644 0.263 1.644
H6 -0.086 -1.545 2.206
H7 -3.970 -2.756 0.603
H8 0.066 0.145 2.730
H9 -2.499 -3.320 -1.317
H10 -1.959 4.596 -0.906
H11 -3.545 2.728 -1.369
H12 -3.449 -2.254 -2.371
H13 0.480 1.944 1.369
H14 2.702 -0.912 -1.967
H15 2.479 0.158 2.847

Here are the Löwdin charges for atoms 1 to 5, given in e: 0.082, 0.086, 0.097, 0.084, -0.365